[1]
Formula: C2H6S2
Source: the OMol25 dataset
Level of theory: ωB97M-V/def2-TZVPD

Molar mass = 94.2 g/mol
Lowest unoccupied orbital energy (spin up / spin down) = -1.56 / 0.50 eV
Frontier orbital gap (spin up / spin down) = 6.13 / 9.15 eV
E_tot = -23838.59885 eV

The geometry in XYZ format:
```
10
Properties=species:S:1:pos:R:3:forces:R:3:mulliken_charge:R:1
C -0.0990 0.0276 -1.3332 -1.3 1.1 1.3 -0.534
C 1.0953 0.0549 -0.4841 -2.6 3.2 -1.0 -0.987
S -1.6174 -0.0148 2.4961 -0.1 -1.6 -0.4 -0.113
S -0.1585 1.2096 2.0946 0.6 0.0 -0.1 -0.102
H -0.9849 -0.4220 -0.7907 0.5 0.8 -0.3 0.182
H -0.3580 0.9953 -1.8595 0.3 -1.2 0.8 0.236
H 0.1264 -0.7237 -1.9954 0.1 -1.7 -2.4 0.302
H 1.5301 0.9640 -0.2618 1.0 1.6 0.4 0.459
H 1.5439 -0.7662 -0.1703 1.8 -3.7 1.4 0.387
H -1.0779 -1.3246 2.3043 -0.3 1.5 0.4 0.170
```
Forces are in eV/Å.

***

[2]
Formula: F3HN2
Source: the OMol25 dataset
Level of theory: ωB97M-V/def2-TZVPD

Molar mass = 86.0 g/mol
Lowest unoccupied orbital energy (spin up / spin down) = -0.95 / -0.95 eV
Frontier orbital gap (spin up / spin down) = 10.39 / 10.39 eV
E_tot = -11141.21759 eV

The geometry in XYZ format:
```
6
Properties=species:S:1:pos:R:3:forces:R:3:mulliken_charge:R:1
N -0.1498 -0.7578 -0.2613 -0.6 3.7 4.5 0.072
N -0.0255 -0.7245 -1.5021 2.0 1.6 -4.4 0.241
F 0.8299 -1.5448 0.2775 -0.5 0.1 -0.2 -0.098
F 1.4166 0.3153 -1.8562 -1.7 -1.2 0.7 -0.466
F -0.9236 0.1845 -2.0423 0.5 -1.1 1.4 -0.096
H -0.2212 0.2349 0.3539 0.4 -3.1 -2.1 0.348
```
Forces are in eV/Å.

***

[3]
Formula: C3H11BCuO5SSi
Source: the OMol25 dataset
Level of theory: ωB97M-V/def2-TZVPD

Charge = +1
Molar mass = 261.6 g/mol
Lowest unoccupied orbital energy = -4.85 eV
Frontier orbital gap = 9.09 eV
E_tot = -77553.55669 eV

The geometry in XYZ format:
```
23
Properties=species:S:1:pos:R:3:forces:R:3:mulliken_charge:R:1
C -1.6776 -0.7629 2.0942 0.1 -0.2 0.0 -1.087
Si -1.0814 0.5867 0.9738 -0.3 0.2 0.1 0.371
C -2.1865 0.7662 -0.5067 0.0 0.0 -0.2 -1.002
C -0.8100 2.1808 1.8509 0.3 0.1 0.0 -0.986
O 0.5151 0.1620 0.3768 -0.1 -0.2 0.1 -0.127
S 0.9697 -1.2538 -0.0555 0.2 0.2 -0.1 0.673
O 1.5602 -1.9600 1.0516 0.1 -0.2 -0.1 -0.538
O 2.3754 -0.6880 -0.8606 -0.2 0.3 0.0 -0.406
B 2.4927 -0.6171 -2.2395 0.4 -0.1 -0.2 0.671
O 2.7652 -1.9050 -2.7949 -0.2 0.1 0.4 -0.462
O 2.6080 0.4706 -3.0072 -0.5 -0.5 -0.4 -0.390
H -0.8758 -1.2841 2.6224 0.0 0.1 0.0 0.369
H -2.2713 -1.5101 1.5619 0.0 0.0 0.0 0.336
H -2.3249 -0.3023 2.8469 0.0 -0.1 0.0 0.344
H -3.2105 0.5068 -0.2241 0.0 0.1 0.0 0.340
H -1.9115 0.1006 -1.3305 0.0 0.0 0.1 0.310
H -2.1844 1.7876 -0.8936 0.0 0.0 0.0 0.314
H -0.1194 2.0665 2.6901 -0.1 0.0 0.0 0.304
H -0.3883 2.9405 1.1876 -0.1 0.0 0.0 0.312
H -1.7623 2.5541 2.2373 0.0 0.0 0.0 0.350
H 2.1334 -2.2359 -3.4398 0.2 0.0 -0.5 0.274
H 1.9317 1.1493 -3.0612 0.2 0.3 0.4 0.349
Cu 3.4527 -2.7522 -1.0798 -0.1 -0.1 0.3 0.681
```
Forces are in eV/Å.

***

[4]
Formula: C60H120O15
Source: the OMol25 dataset
Level of theory: ωB97M-V/def2-TZVPD

Molar mass = 1081.6 g/mol
Lowest unoccupied orbital energy = 0.02 eV
Frontier orbital gap = 9.33 eV
E_tot = -94866.67606 eV

The geometry in XYZ format:
```
195
Properties=species:S:1:pos:R:3:forces:R:3:mulliken_charge:R:1
C 0.6800 2.3399 7.9561 0.8 0.9 -0.6 -0.592
C 0.0427 3.6893 8.3449 1.6 0.1 -0.1 -0.493
C -0.5237 3.3881 9.6953 0.1 -0.8 -0.5 -0.397
O -0.9677 2.0325 9.5293 -1.6 0.0 1.2 -0.417
C -0.2926 1.3283 8.5179 0.5 0.6 -0.6 -0.311
H 1.6761 2.2202 8.3823 0.0 0.2 0.5 0.251
H 0.9096 2.3867 6.8915 -0.5 -0.7 -0.2 0.353
H -0.7193 4.0288 7.6434 0.0 -0.2 0.0 0.279
H 0.8626 4.4071 8.3710 -0.3 0.4 0.0 0.294
H -1.3423 4.0646 9.9411 -0.2 -0.4 0.3 0.273
H 0.2298 3.3650 10.4827 0.1 0.4 0.1 0.265
H -0.9696 1.0509 7.7099 -0.4 -0.4 0.3 0.219
H 0.2020 0.4693 8.9713 -0.1 -0.2 -0.2 0.274
C 5.7787 6.8871 4.3250 -0.1 -0.6 -0.4 -0.551
C 4.2563 6.9986 4.5895 0.8 0.5 -0.4 -0.517
C 3.6587 5.8952 3.7129 1.0 0.5 1.2 -0.354
O 4.6847 4.8907 3.7458 -0.9 -1.1 -0.4 -0.391
C 5.9773 5.3598 4.0400 0.0 1.3 0.9 -0.368
H 6.3192 7.3271 5.1631 0.3 -0.4 -0.1 0.336
H 6.1118 7.3789 3.4110 -0.4 0.5 0.1 0.257
H 3.9107 8.0175 4.4146 -0.2 -0.1 -0.3 0.349
H 4.0694 6.8201 5.6484 0.0 -0.3 0.0 0.254
H 3.4353 6.2133 2.6945 0.1 0.0 -0.1 0.268
H 2.7653 5.5209 4.2128 0.0 -0.4 -0.4 0.240
H 6.6691 5.1338 3.2286 -0.1 0.3 -0.3 0.259
H 6.4105 4.8593 4.9060 -0.4 -0.3 0.3 0.217
C -2.0642 -8.2565 -0.8037 1.5 -0.6 -0.4 -0.469
C -3.5459 -8.3259 -1.1676 0.0 -0.6 1.6 -0.445
C -3.9038 -6.8869 -1.3626 -0.3 0.7 -1.2 -0.419
O -2.7311 -6.3088 -1.8955 1.2 0.5 -0.2 -0.395
C -1.6094 -6.8454 -1.1548 -1.1 0.3 -0.3 -0.413
H -1.4868 -8.9518 -1.4130 -0.1 -0.2 -0.1 0.225
H -1.7425 -8.4743 0.2147 -0.7 -0.1 0.2 0.332
H -4.1046 -8.7558 -0.3363 -0.2 -0.2 -0.1 0.257
H -3.7115 -8.9443 -2.0498 0.0 0.3 0.0 0.273
H -4.2176 -6.3004 -0.4991 0.0 -0.4 0.5 0.263
H -4.6831 -6.7706 -2.1157 0.0 0.1 0.0 0.275
H -1.4301 -6.2671 -0.2485 -0.1 0.3 0.1 0.246
H -0.7005 -6.8021 -1.7549 -0.2 0.1 -0.2 0.271
C 3.9723 -4.5241 -4.3401 0.3 -0.3 0.9 -0.394
C 3.9142 -5.7373 -5.2773 -0.2 -0.4 -0.1 -0.493
C 5.1777 -5.5946 -6.1382 0.2 0.8 0.7 -0.358
O 5.8966 -4.4996 -5.5896 0.9 1.3 0.1 -0.434
C 5.4561 -4.1848 -4.2782 -0.6 -0.1 -0.8 -0.402
H 3.6842 -4.7175 -3.3068 -0.6 -0.2 -0.1 0.280
H 3.3643 -3.7174 -4.7496 0.2 0.1 0.1 0.234
H 3.0014 -5.7189 -5.8727 0.1 0.0 -0.1 0.268
H 3.9260 -6.7101 -4.7858 0.0 0.2 0.4 0.246
H 4.9356 -5.2993 -7.1591 0.2 -0.5 -0.1 0.223
H 5.8946 -6.4093 -6.0360 -0.5 -0.6 -0.6 0.284
H 5.6477 -3.1408 -4.0306 0.1 0.1 -0.4 0.297
H 5.9842 -4.7647 -3.5212 0.0 -0.4 0.1 0.248
C -1.8037 -3.1558 -7.4118 1.1 0.3 1.9 -0.441
C -2.3348 -2.8790 -8.7481 -0.5 -0.8 -1.6 -0.428
C -3.3415 -1.7410 -8.5570 0.4 0.9 0.3 -0.422
O -3.7986 -1.8250 -7.2038 0.0 -0.4 -0.3 -0.407
C -2.9050 -2.6627 -6.4912 -0.2 -0.5 0.6 -0.370
H -0.8551 -2.6454 -7.2452 0.0 0.3 0.1 0.199
H -1.5917 -4.1950 -7.1603 -0.1 -0.1 -0.4 0.308
H -2.8277 -3.8057 -9.0420 -0.5 0.2 -0.5 0.219
H -1.5158 -2.7529 -9.4562 -0.3 0.5 -0.2 0.341
H -4.1815 -1.7146 -9.2511 -0.1 -0.4 0.1 0.271
H -2.9061 -0.7419 -8.5740 0.6 0.0 -0.7 0.219
H -3.4886 -3.5330 -6.1907 0.0 0.0 0.6 0.245
H -2.4687 -2.1451 -5.6369 -0.4 0.0 0.2 0.267
C 9.5255 0.0097 1.6328 -0.8 0.6 0.2 -0.571
C 8.3270 -0.9221 1.6065 -0.6 0.5 1.0 -0.539
C 7.3162 -0.1448 0.7440 1.7 -0.3 0.0 -0.328
O 8.2034 0.2873 -0.3232 -0.6 0.5 -0.5 -0.400
C 9.5234 0.5230 0.1899 0.6 -1.6 0.5 -0.413
H 10.4335 -0.5171 1.9261 0.1 0.3 0.0 0.316
H 9.2684 0.8099 2.3267 0.4 0.1 0.2 0.271
H 7.9376 -1.0699 2.6138 0.0 -0.3 0.1 0.310
H 8.6709 -1.8745 1.2029 -0.7 -0.1 -0.3 0.287
H 6.8730 0.7473 1.1864 0.3 0.1 0.7 0.225
H 6.4416 -0.7375 0.4760 0.4 -0.2 -1.0 0.285
H 9.9544 1.5145 0.0514 -0.7 0.3 0.0 0.300
H 10.2234 -0.1644 -0.2852 -0.1 0.0 -0.8 0.255
C 0.0759 0.0092 1.8635 0.7 0.4 1.2 -0.496
C 0.1203 -0.5047 0.4502 -0.2 -0.3 -0.1 -0.460
C -0.0888 0.7882 -0.3457 0.6 -0.8 -0.6 -0.383
O -0.7103 1.7154 0.5063 -0.4 0.5 1.0 -0.377
C -0.9119 1.1349 1.8068 -1.1 -0.4 -0.3 -0.436
H 0.9831 0.5282 2.1728 0.6 -0.5 -0.3 0.224
H -0.1132 -0.7584 2.6139 -0.3 0.1 0.0 0.357
H -0.6830 -1.2164 0.2599 -0.3 0.1 0.1 0.231
H 1.0313 -1.0754 0.2700 0.2 0.4 -0.3 0.309
H -0.7015 0.6502 -1.2365 -0.1 -0.1 0.0 0.262
H 0.8806 1.1553 -0.6827 0.1 0.3 0.0 0.245
H -1.9099 0.7111 1.9187 -0.5 0.0 -0.5 0.228
H -0.8726 1.8879 2.5939 0.6 0.2 -0.2 0.296
C 5.5394 -7.9240 1.1621 -0.4 -0.9 0.2 -0.578
C 5.5228 -6.9466 2.3272 2.3 -0.3 -0.5 -0.474
C 4.5462 -5.9611 1.8318 0.1 1.4 -0.5 -0.342
O 3.5138 -6.6794 1.2511 -1.7 -1.2 0.2 -0.376
C 4.0299 -7.9757 0.8824 -0.1 0.5 -0.4 -0.394
H 5.9946 -8.8848 1.4023 -0.4 -0.2 0.3 0.318
H 6.1389 -7.6043 0.3097 -0.3 0.6 -0.1 0.273
H 6.5087 -6.4869 2.3955 0.1 0.1 0.4 0.291
H 5.3170 -7.4741 3.2585 -0.4 0.3 0.0 0.272
H 4.8880 -5.4445 0.9349 1.3 0.8 0.4 0.211
H 4.2606 -5.2068 2.5650 -0.6 -0.2 0.0 0.283
H 3.8071 -8.1059 -0.1766 -0.1 -0.3 0.0 0.264
H 3.4823 -8.6836 1.5047 0.2 -0.4 -0.2 0.252
C -7.0838 1.5919 9.5387 0.3 1.0 -0.5 -0.474
C -6.6519 2.0255 8.1184 1.3 -0.4 0.0 -0.399
C -6.3525 0.6858 7.4944 -0.2 -0.8 0.0 -0.453
O -7.4414 -0.1086 7.9553 -0.7 -0.4 -0.4 -0.410
C -7.6801 0.2203 9.3244 0.1 -0.1 -0.2 -0.436
H -7.7998 2.3052 9.9469 0.1 -0.1 0.3 0.290
H -6.2016 1.5111 10.1738 -0.1 0.3 0.1 0.239
H -5.7382 2.6198 8.1305 -0.2 0.4 0.0 0.291
H -7.4032 2.4793 7.4722 -0.2 0.3 0.5 0.255
H -5.4415 0.1612 7.7824 0.5 0.5 0.6 0.232
H -6.2826 0.6833 6.4066 -0.6 0.1 -0.1 0.304
H -7.1945 -0.5335 9.9441 -0.1 -0.1 0.2 0.281
H -8.7410 0.2708 9.5696 -0.1 -0.5 -0.4 0.281
C -4.6944 6.0510 1.9198 1.4 0.4 -0.9 -0.487
C -5.8234 5.4486 2.6375 -1.3 -1.5 0.5 -0.615
C -6.3687 6.6181 3.4451 0.4 -0.2 -1.4 -0.346
O -6.1533 7.7407 2.5563 -0.1 0.6 -0.1 -0.413
C -5.2163 7.4122 1.5104 -0.5 -0.8 0.3 -0.390
H -4.4357 5.5101 1.0095 0.5 -0.2 0.3 0.304
H -3.8555 6.1929 2.6011 0.3 -0.3 -0.2 0.245
H -5.6319 4.5226 3.1797 0.6 0.3 0.6 0.371
H -6.5525 5.0282 1.9449 -0.4 0.7 -0.4 0.250
H -5.7780 6.7793 4.3468 -0.3 0.0 0.3 0.267
H -7.4354 6.4725 3.6155 0.1 0.4 0.3 0.276
H -4.4311 8.1493 1.3429 -0.1 0.3 0.6 0.281
H -5.7039 7.2928 0.5428 -0.6 0.2 0.0 0.258
C -3.2538 4.7004 -4.4187 -0.2 -0.1 -1.1 -0.594
C -2.7763 6.1417 -4.6054 0.4 -1.3 0.7 -0.536
C -1.2696 5.8399 -4.8691 -1.3 0.9 -0.3 -0.411
O -1.2980 4.7818 -5.7891 0.1 -0.8 -0.8 -0.387
C -2.4347 3.9741 -5.5373 -0.8 -0.3 1.3 -0.382
H -4.3102 4.5171 -4.6147 -0.1 0.3 0.2 0.318
H -3.0272 4.3295 -3.4191 0.2 -0.1 -0.1 0.266
H -2.9547 6.7530 -3.7207 0.0 0.2 -0.2 0.327
H -3.2916 6.4941 -5.4990 0.4 0.6 0.0 0.276
H -0.7223 5.4787 -3.9984 -0.1 0.6 0.4 0.293
H -0.8336 6.7256 -5.3311 0.5 -0.3 0.0 0.277
H -2.2661 2.9819 -5.1189 1.0 -0.2 -0.1 0.257
H -2.9768 3.7646 -6.4594 -0.1 0.6 -0.1 0.298
C -8.3103 -0.4210 -2.8298 0.9 0.0 -1.3 -0.429
C -8.1883 0.6336 -1.7709 -0.2 1.3 0.3 -0.459
C -7.1757 0.0771 -0.7752 -0.8 -0.6 0.6 -0.388
O -7.3859 -1.3362 -0.8489 0.5 0.4 0.1 -0.384
C -7.5877 -1.5979 -2.2072 -1.0 -2.1 -0.6 -0.452
H -7.7547 -0.1578 -3.7298 0.0 0.2 -0.1 0.216
H -9.3339 -0.5772 -3.1702 0.0 -0.3 0.4 0.288
H -9.1842 0.7823 -1.3536 0.2 0.2 0.5 0.232
H -7.8432 1.5826 -2.1815 -0.1 0.1 0.1 0.293
H -7.3653 0.3032 0.2741 0.1 0.5 -0.1 0.260
H -6.1517 0.3455 -1.0352 0.2 0.0 -0.1 0.278
H -8.2035 -2.4935 -2.2893 -0.1 -0.2 0.3 0.251
H -6.6796 -1.8995 -2.7292 0.5 0.5 0.0 0.296
C 3.0041 1.4298 -7.2241 -0.2 1.7 0.5 -0.551
C 4.3747 0.7925 -7.3895 -0.5 -0.5 -0.2 -0.499
C 3.9851 -0.2530 -8.4439 0.9 0.4 0.3 -0.352
O 3.1504 0.4539 -9.3529 0.3 0.0 -0.6 -0.441
C 2.3601 1.4209 -8.6439 0.7 -1.3 1.4 -0.315
H 3.1092 2.4449 -6.8412 -0.1 0.2 -0.1 0.290
H 2.3539 0.9624 -6.4846 0.2 -0.5 -0.2 0.264
H 4.8605 0.4164 -6.4891 -0.5 -0.4 0.1 0.341
H 5.0994 1.5191 -7.7569 -0.1 0.0 -0.5 0.247
H 3.4683 -1.1075 -8.0073 -0.3 0.0 0.3 0.201
H 4.8704 -0.6759 -8.9187 -0.2 0.2 -0.6 0.326
H 1.3550 1.0129 -8.5375 -0.3 0.3 -0.3 0.193
H 2.3489 2.3882 -9.1462 0.2 -0.2 -0.1 0.297
C 6.7575 5.7970 -4.0314 0.4 2.3 -1.7 -0.499
C 6.9930 5.4373 -2.6326 1.4 -0.7 0.5 -0.569
C 5.6318 4.8916 -2.2458 1.3 -0.3 0.1 -0.238
O 4.7467 5.6233 -3.0635 -2.3 -0.4 0.5 -0.413
C 5.4139 6.5208 -3.9460 0.0 -0.9 0.7 -0.393
H 6.7722 4.8710 -4.6062 -0.6 0.2 -0.4 0.234
H 7.5166 6.4544 -4.4552 0.2 0.0 0.0 0.344
H 7.2862 6.2937 -2.0254 -0.2 0.1 0.1 0.294
H 7.8474 4.7609 -2.6559 -0.2 -0.4 0.7 0.283
H 5.5988 4.9861 -1.1604 -1.1 0.5 0.1 0.212
H 5.5002 3.8266 -2.4371 0.1 -0.1 -0.3 0.250
H 5.3390 7.4666 -3.4095 1.1 0.5 -0.2 0.241
H 4.8782 6.7104 -4.8762 -0.2 -0.8 0.0 0.255
C -4.0309 -4.6542 4.2907 -0.1 0.5 0.5 -0.501
C -3.5329 -6.0709 4.3400 1.1 -1.3 0.4 -0.428
C -4.5731 -6.7876 5.1895 -0.6 0.8 -1.5 -0.407
O -5.7691 -6.2362 4.6095 -0.7 0.4 -0.1 -0.429
C -5.5706 -4.8237 4.2684 0.6 -1.0 0.8 -0.301
H -3.5582 -4.0872 3.4888 -0.4 0.0 -0.1 0.335
H -3.8087 -4.1435 5.2277 0.3 0.1 0.0 0.236
H -2.5407 -6.2744 4.7428 0.2 0.7 0.3 0.338
H -3.4491 -6.4822 3.3340 -0.5 -0.2 -0.1 0.148
H -4.4857 -6.5588 6.2516 0.0 0.2 0.2 0.263
H -4.6258 -7.8704 5.0765 0.1 0.1 -0.1 0.296
H -6.0316 -4.2427 5.0671 0.0 0.2 0.0 0.202
H -6.0614 -4.5431 3.3364 0.0 -0.5 -0.1 0.247
```
Forces are in eV/Å.

***

[5]
Formula: C14H15F2NO5S
Source: the OMol25 dataset
Level of theory: ωB97M-V/def2-TZVPD

Molar mass = 347.3 g/mol
Lowest unoccupied orbital energy = -1.09 eV
SMILES = CCOCc1c(CCCF)ccc2c1C(=O)N(S(=O)(=O)F)C2=O
Frontier orbital gap = 8.92 eV
E_tot = -42756.07891 eV

The geometry in XYZ format:
```
38
Properties=species:S:1:pos:R:3:forces:R:3:mulliken_charge:R:1
C 3.9405 -1.3128 1.1515 -0.6 0.6 0.4 -1.024
C 2.4634 -1.5530 1.7060 1.8 -0.7 -1.0 -0.244
O 1.7401 -0.3390 1.4720 -0.7 -1.2 0.0 -0.360
C 0.3277 -0.5538 1.3988 -0.4 0.7 -0.3 -0.486
C -0.2317 0.4728 0.3614 -0.6 1.1 -1.1 0.448
C -1.2140 1.5296 0.6697 0.5 0.5 -0.9 0.500
C -1.8278 1.6738 2.1169 -0.3 -0.9 -1.0 -1.039
C -3.1896 0.8256 2.0963 0.7 0.0 -0.8 -0.465
C -2.9228 -0.7116 2.2713 -0.3 0.5 -0.2 -0.059
F -4.1901 -1.3598 2.2733 1.1 0.4 0.2 -0.330
C -1.6964 2.4846 -0.3642 1.8 -1.9 -1.1 -0.569
C -1.1931 2.4039 -1.7438 0.7 -1.4 1.3 -0.677
C -0.2216 1.3669 -2.0488 0.4 -1.4 2.6 -0.075
C 0.2340 0.4092 -1.0182 -1.0 2.3 -1.3 0.477
C 1.2182 -0.5535 -1.7250 -1.5 0.8 2.5 0.130
O 1.5935 -1.5600 -1.1964 0.5 0.2 -1.3 -0.490
N 1.5145 -0.0417 -3.0646 -0.7 -1.8 -0.1 0.022
S 1.2537 -1.2460 -4.2839 -1.3 -1.1 -3.6 1.187
O -0.1784 -1.3519 -4.4634 1.6 -0.3 1.2 -0.530
O 1.9974 -0.9636 -5.4838 0.0 -0.2 2.3 -0.556
F 1.7680 -2.7060 -3.7612 -0.4 2.6 0.1 -0.202
C 0.5195 1.0154 -3.3564 -1.8 2.1 1.5 0.050
O 0.2959 1.5705 -4.3859 0.9 -0.8 0.0 -0.479
H 4.3582 -2.2076 0.6300 -0.4 0.7 0.5 0.285
H 4.6120 -0.9949 1.9881 -0.4 -0.3 -0.8 0.324
H 3.8856 -0.4558 0.4258 0.1 -0.9 0.6 0.247
H 2.5301 -1.8477 2.7866 -0.4 0.4 -0.8 0.409
H 2.0593 -2.4141 1.0975 0.0 1.0 0.8 0.218
H -0.1042 -0.4215 2.4268 0.2 -0.1 -1.0 0.287
H 0.0428 -1.5773 1.0277 0.6 0.8 0.3 0.350
H -2.0506 2.7425 2.3639 0.3 -0.9 -0.3 0.423
H -1.0990 1.2621 2.8585 -0.7 0.5 -0.5 0.367
H -3.5883 0.9523 1.0464 0.1 -0.1 1.2 0.295
H -3.9605 1.2308 2.7991 0.8 -0.6 -0.3 0.381
H -2.3461 -0.9653 3.2016 -0.9 0.2 -0.6 0.248
H -2.3527 -1.1380 1.4025 -0.5 0.5 0.7 0.110
H -2.4642 3.2559 -0.1141 0.8 -0.8 -0.1 0.387
H -1.5236 3.0792 -2.5617 0.2 -0.5 0.9 0.442
```
Forces are in eV/Å.